1.
# C32H57N5OPSSi4TeTi

A structure of composition C32H57N5OPSSi4TeTi (ωB97M-V/def2-TZVPD, OMol25).

XYZ file:
```
103
Properties=species:S:1:pos:R:3:forces:R:3:lowdin_spin:R:1
Ti -1.165 0.931 0.434 0.075 -0.145 -0.413 0.985
N -2.638 2.210 1.596 0.050 0.047 0.007 0.008
C -2.340 3.660 1.755 -0.019 0.046 0.004 0.003
C -2.355 4.405 0.430 0.025 -0.010 0.023 0.000
C -1.242 4.025 -0.532 -0.028 0.047 -0.011 0.001
N -1.402 2.630 -1.017 0.110 -0.081 0.075 -0.002
H -3.567 2.107 1.186 0.010 0.006 0.001 0.002
H -2.742 1.803 2.524 0.009 -0.026 -0.012 0.001
H -1.358 3.748 2.223 -0.019 -0.007 -0.013 0.000
H -3.069 4.111 2.431 0.011 -0.015 -0.006 0.000
H -2.264 5.470 0.649 0.000 0.000 -0.014 0.000
H -3.330 4.284 -0.057 0.002 -0.017 0.000 0.000
H -0.273 4.107 -0.040 -0.015 -0.011 -0.014 0.000
H -1.239 4.710 -1.381 -0.001 -0.015 0.008 0.000
H -0.722 2.442 -1.755 0.010 -0.007 0.029 0.001
H -2.307 2.543 -1.478 0.029 -0.006 -0.014 0.000
O 0.653 2.315 1.485 -0.288 0.344 0.245 0.004
N 0.164 1.161 2.087 -0.126 -0.173 0.085 -0.005
C 0.779 0.660 3.083 0.034 0.042 -0.125 0.005
C 0.440 -0.610 3.712 -0.017 -0.011 -0.018 0.000
C 1.298 -0.991 4.746 0.007 0.029 0.006 0.001
C 1.131 -2.193 5.411 -0.021 -0.022 0.002 0.000
C 0.095 -3.033 5.041 0.002 0.032 -0.012 0.001
C -0.766 -2.664 4.013 0.010 -0.021 -0.011 -0.001
C -0.617 -1.462 3.332 -0.015 -0.037 0.011 0.000
P -1.880 -1.054 2.065 0.122 0.089 -0.014 0.000
C -3.281 -0.492 3.087 -0.002 -0.005 0.001 0.001
C -3.114 -0.163 4.432 0.009 0.006 0.031 0.000
C -4.166 0.388 5.156 0.009 -0.009 -0.002 0.000
C -5.392 0.607 4.551 0.001 -0.008 -0.018 0.000
C -5.570 0.278 3.212 0.005 -0.001 0.013 0.000
C -4.521 -0.258 2.482 0.004 0.015 0.035 0.000
C -2.331 -2.682 1.393 -0.003 0.002 0.017 0.001
C -3.574 -3.274 1.603 0.007 0.011 -0.012 0.000
C -3.843 -4.531 1.077 0.003 -0.013 -0.016 0.000
C -2.873 -5.208 0.353 -0.003 0.013 0.000 0.000
C -1.624 -4.628 0.157 0.001 0.003 0.027 0.000
C -1.354 -3.370 0.671 0.007 -0.021 0.028 0.000
H 1.624 2.354 1.524 0.144 -0.195 -0.116 0.000
H 1.659 1.179 3.465 -0.017 0.008 -0.026 0.000
H 2.112 -0.335 5.028 0.005 0.012 -0.003 0.000
H 1.807 -2.470 6.208 0.005 -0.002 0.005 0.000
H -0.051 -3.977 5.547 0.003 -0.008 0.007 0.000
H -1.571 -3.335 3.740 0.004 0.006 -0.001 0.000
H -2.169 -0.341 4.930 -0.023 0.010 -0.012 0.000
H -4.023 0.633 6.200 -0.002 0.005 0.010 0.000
H -6.211 1.026 5.119 -0.005 0.003 0.004 0.000
H -6.529 0.438 2.737 -0.004 0.002 -0.003 0.000
H -4.662 -0.492 1.435 -0.009 -0.006 -0.045 0.000
H -4.331 -2.774 2.191 -0.009 0.009 0.008 0.000
H -4.808 -4.988 1.253 -0.005 -0.005 0.000 0.000
H -3.080 -6.194 -0.040 -0.004 -0.008 0.000 0.000
H -0.855 -5.163 -0.385 0.010 -0.008 -0.004 0.000
H -0.377 -2.929 0.519 0.009 0.001 0.005 0.000
C 3.072 2.073 -5.123 0.011 0.002 0.022 0.000
Si 1.858 1.863 -3.715 -0.077 0.020 -0.018 0.000
C 1.592 3.520 -2.855 0.016 -0.005 -0.024 0.000
C 0.213 1.242 -4.386 0.015 -0.005 0.008 0.000
Si 2.712 0.318 -2.167 0.017 0.003 0.003 0.006
Te 0.708 -0.519 -0.821 -0.081 -0.099 -0.039 -0.013
Si 4.245 1.168 -0.605 -0.024 0.007 -0.052 0.002
C 3.571 2.811 0.056 -0.030 -0.092 -0.005 0.000
C 4.374 -0.054 0.811 0.027 0.045 0.044 0.000
C 5.911 1.456 -1.402 -0.006 -0.011 0.016 0.001
Si 3.376 -1.684 -3.213 -0.013 -0.040 -0.037 -0.001
C 3.579 -3.036 -1.932 0.008 0.013 -0.002 0.000
C 4.990 -1.387 -4.114 -0.006 0.003 0.010 0.000
C 2.027 -2.153 -4.432 0.002 0.025 0.018 0.000
H 2.752 2.873 -5.795 -0.016 0.004 -0.002 0.000
H 3.150 1.158 -5.713 0.007 -0.010 0.000 0.000
H 4.070 2.325 -4.761 0.011 0.008 -0.003 0.000
H 0.949 4.175 -3.448 -0.004 -0.006 -0.011 0.000
H 2.546 4.035 -2.723 0.004 0.005 0.022 0.000
H 1.155 3.412 -1.859 0.004 0.018 -0.005 0.000
H -0.293 2.030 -4.948 0.007 0.006 -0.001 0.000
H -0.460 0.882 -3.603 -0.006 0.032 0.036 0.000
H 0.375 0.406 -5.069 0.002 -0.016 -0.004 0.000
H 2.494 2.869 -0.113 -0.022 0.055 0.017 0.000
H 4.007 3.658 -0.475 0.020 0.019 0.019 0.000
H 3.799 2.942 1.118 0.016 0.031 0.021 0.000
H 3.393 -0.282 1.235 -0.029 -0.018 -0.006 0.000
H 5.010 0.347 1.605 0.018 -0.001 0.003 0.000
H 4.814 -0.996 0.481 -0.016 -0.020 0.002 0.000
H 5.851 2.219 -2.180 -0.006 -0.003 -0.012 0.000
H 6.303 0.546 -1.857 0.007 -0.012 0.006 0.000
H 6.636 1.795 -0.660 0.002 0.013 0.006 0.000
H 4.423 -2.834 -1.269 0.009 0.007 0.013 0.000
H 3.771 -3.990 -2.428 0.007 -0.004 -0.003 0.000
H 2.686 -3.149 -1.315 -0.013 0.000 -0.002 0.000
H 5.816 -1.242 -3.415 0.008 0.008 0.002 0.000
H 4.941 -0.511 -4.763 0.001 0.006 -0.009 0.000
H 5.238 -2.248 -4.739 -0.006 -0.014 0.000 0.000
H 1.038 -2.122 -3.968 -0.001 -0.009 0.010 0.000
H 2.191 -3.164 -4.811 0.011 -0.006 -0.004 0.000
H 2.018 -1.478 -5.289 -0.003 0.008 -0.005 0.000
N -4.537 -1.898 -1.862 -0.031 0.005 0.004 -0.001
C -3.326 -1.382 -1.673 -0.013 0.089 -0.041 0.001
N -2.269 -2.031 -2.110 0.252 0.066 0.104 -0.001
S -3.246 0.174 -0.924 -0.025 -0.004 0.220 0.000
H -4.680 -2.751 -2.378 -0.002 0.003 -0.003 0.000
H -5.344 -1.373 -1.573 -0.015 -0.003 0.001 0.000
H -2.346 -2.960 -2.495 0.005 0.005 0.008 0.000
H -1.334 -1.663 -1.913 -0.140 -0.020 -0.080 0.001
```
Positions in Å, forces in eV/Å.

Calculated values
LUMO level (alpha / beta): -0.22193 / -0.21646 Eh
frontier orbital gap (alpha / beta): 6.2 / 6.4 eV
spin multiplicity: 2
net charge: +2


2.
# C32H58MnN3O2P2

A structure of composition C32H58MnN3O2P2 in a non-equilibrium geometry (ωB97M-V/def2-TZVPD, OMol25).

XYZ file:
```
98
Properties=species:S:1:pos:R:3:forces:R:3:lowdin_spin:R:1
C -2.447 1.307 -1.593 0.283 -0.109 0.200 0.023
C -2.198 -1.020 -1.311 -0.395 0.825 0.166 0.029
C -3.520 1.137 -2.462 -0.089 -0.173 0.007 0.104
C -3.383 -1.220 -2.072 0.378 -0.263 -0.030 0.100
C -4.036 -0.147 -2.648 0.036 0.209 0.227 0.007
H -3.936 2.015 -2.945 -0.038 -0.213 -0.033 0.005
H -3.727 -2.244 -2.208 0.063 0.265 -0.167 0.004
H -4.928 -0.292 -3.249 0.125 -0.049 0.064 -0.002
N -1.900 0.276 -0.927 -0.718 -0.599 -2.378 0.114
P -0.901 2.854 0.149 0.561 0.003 -0.576 0.019
P -0.018 -2.647 -0.009 2.002 -0.735 1.749 0.075
C -1.802 2.679 -1.454 -0.121 0.130 -0.042 -0.001
H -1.086 2.817 -2.280 -0.270 -0.264 0.218 0.000
H -2.558 3.464 -1.574 0.102 -0.207 -0.067 0.000
C -1.345 -2.138 -1.043 -3.757 -1.243 1.406 0.429
H -1.939 -3.056 -1.230 0.271 0.532 -0.643 0.012
C 0.611 -4.040 -1.242 -0.373 0.208 0.685 0.020
C -0.478 -3.517 1.689 -0.751 -0.081 -0.792 0.054
C 0.727 3.808 -0.171 -0.568 0.500 0.019 0.003
C -2.199 3.793 1.131 0.407 0.416 -0.040 0.001
C 2.128 -3.825 -1.210 0.161 -0.162 -0.209 0.004
H 2.561 -4.075 -0.231 -0.157 0.085 -0.229 0.000
H 2.614 -4.457 -1.969 -0.022 0.080 0.146 0.001
H 2.366 -2.775 -1.428 -0.037 -0.441 0.170 0.001
C 0.251 -5.489 -0.906 0.172 -0.279 -0.237 0.002
H 0.598 -5.827 0.075 -0.161 0.063 -0.328 0.000
H -0.829 -5.669 -0.993 0.302 0.052 0.035 0.000
H 0.740 -6.132 -1.657 -0.107 0.094 0.157 0.001
C 0.061 -3.774 -2.648 0.083 0.011 -0.111 0.025
H 0.664 -4.322 -3.388 -0.126 0.080 0.173 0.002
H -0.978 -4.105 -2.762 0.263 0.041 0.047 0.000
H 0.105 -2.705 -2.884 -0.149 -0.438 -0.146 0.012
C 0.804 -4.196 2.205 0.028 0.024 -0.235 0.006
H 1.611 -3.456 2.324 -0.202 -0.153 -0.023 0.001
H 0.601 -4.637 3.193 -0.005 0.128 -0.235 0.002
H 1.177 -4.997 1.557 -0.083 0.268 0.259 0.000
C -0.881 -2.467 2.725 0.055 0.195 0.017 0.000
H -0.106 -1.705 2.862 -0.232 -0.171 -0.076 0.001
H -1.820 -1.964 2.471 0.198 -0.110 -0.006 0.000
H -1.029 -2.970 3.696 0.018 0.062 -0.276 0.001
C -1.657 -4.472 1.521 -0.037 -0.414 0.378 0.004
H -1.445 -5.320 0.864 -0.077 0.240 0.210 0.000
H -1.914 -4.881 2.510 -0.099 0.011 -0.208 0.001
H -2.539 -3.941 1.137 0.180 -0.096 0.107 0.002
C -1.688 3.897 2.576 -0.203 0.102 0.143 0.001
H -2.438 4.441 3.170 0.237 -0.122 -0.042 0.000
H -1.562 2.901 3.019 0.008 0.321 -0.047 0.000
H -0.737 4.444 2.650 -0.248 -0.134 -0.037 0.000
C -3.517 2.997 1.115 0.124 -0.101 0.052 0.000
H -3.946 2.930 0.107 0.041 0.015 0.219 0.000
H -3.387 1.989 1.519 -0.220 0.256 -0.169 0.001
H -4.239 3.526 1.754 0.173 -0.151 -0.169 0.000
C -2.504 5.191 0.561 -0.144 0.170 0.303 0.002
H -3.423 5.556 1.044 0.191 -0.031 -0.161 0.000
H -1.717 5.919 0.778 -0.247 -0.218 -0.081 0.000
H -2.687 5.176 -0.520 0.042 0.051 0.222 0.000
C 1.143 3.613 -1.633 0.097 -0.018 0.042 -0.001
H 0.502 4.169 -2.330 0.133 -0.124 0.169 0.000
H 2.170 3.986 -1.766 -0.226 -0.096 0.054 0.000
H 1.136 2.550 -1.904 -0.083 0.303 0.113 -0.001
C 1.810 3.191 0.731 -0.014 -0.018 -0.013 0.003
H 2.008 2.144 0.460 -0.118 0.209 0.084 0.001
H 2.746 3.754 0.601 -0.206 -0.085 0.039 0.000
H 1.531 3.232 1.793 0.046 -0.048 -0.203 0.000
C 0.627 5.306 0.124 0.434 0.257 -0.140 0.001
H -0.079 5.811 -0.547 0.164 -0.141 0.235 0.000
H 0.366 5.514 1.170 0.023 -0.040 -0.327 0.000
H 1.619 5.751 -0.054 -0.222 -0.024 0.060 0.000
Mn -0.442 0.443 0.434 1.051 1.008 -0.200 3.826
C -1.585 0.671 1.900 -3.109 -2.133 4.752 -0.057
O -2.047 0.493 2.965 0.857 0.960 -2.194 -0.052
N 0.774 -0.164 -0.967 1.355 -2.938 -4.470 0.023
C 0.910 -0.879 -1.931 2.576 5.165 1.614 0.100
C 1.950 -0.659 -3.147 -0.271 -0.714 -0.365 0.007
C 1.787 -1.671 -4.268 0.067 -0.345 -0.267 0.001
C 1.715 0.724 -3.745 -0.261 0.521 0.105 0.001
C 3.387 -0.732 -2.619 0.173 0.005 0.495 0.004
H 2.045 -2.684 -3.943 -0.159 0.238 -0.129 0.000
H 0.766 -1.648 -4.667 0.191 -0.142 0.008 0.000
H 2.472 -1.409 -5.087 -0.168 -0.004 0.268 0.000
H 2.127 1.507 -3.100 -0.203 -0.223 -0.135 0.000
H 2.232 0.809 -4.713 -0.147 -0.189 0.304 0.000
H 0.646 0.906 -3.918 0.229 0.066 0.037 0.000
H 4.078 -0.368 -3.395 -0.341 -0.097 0.125 0.001
H 3.515 -0.099 -1.731 -0.020 -0.157 -0.217 0.000
H 3.687 -1.757 -2.373 -0.049 0.302 -0.055 0.000
C 1.183 0.803 4.790 -0.142 0.053 0.023 0.001
N 2.147 0.192 3.870 -0.044 0.012 -0.311 0.007
C 3.467 -0.178 4.368 0.387 -0.175 -0.250 0.001
C 1.851 0.035 2.588 -1.970 0.684 -0.333 0.012
O 0.716 0.391 2.131 3.281 -0.581 1.327 0.053
H 1.669 0.850 5.767 -0.261 0.062 -0.162 0.000
H 0.267 0.198 4.864 0.288 0.198 -0.118 0.001
H 0.913 1.820 4.468 0.078 -0.357 0.022 0.000
H 3.689 -1.221 4.101 -0.021 0.263 0.232 0.000
H 4.244 0.463 3.927 -0.185 -0.128 0.269 0.000
H 3.462 -0.061 5.453 0.178 -0.143 -0.261 0.000
H 2.623 -0.428 1.947 -0.251 0.134 0.188 0.000
```
Positions in Å, forces in eV/Å.

Calculated values
LUMO level (alpha / beta): -0.09844 / -0.16352 Eh
frontier orbital gap (alpha / beta): 6.0 / 3.7 eV
spin multiplicity: 6
net charge: +1